Entry 1:
45
Properties=species:S:1:pos:R:3:forces:R:3:lowdin_charge:R:1 method="wB97M-V/def2-TZVPD" e_lumo_ev=0.700 orbital_gap_ev=7.697
Pd 0.9427 0.1890 0.1914 -0.045 0.114 -0.143 0.506
O -1.4620 1.1164 1.7906 -0.022 0.023 -0.019 -0.090
C -2.3551 0.0556 1.6504 -0.004 -0.042 0.062 -0.226
C -1.7529 -1.2845 1.2633 0.025 0.066 -0.049 -0.232
C -2.5546 -2.4137 1.4174 0.013 -0.044 0.005 -0.031
C -2.0657 -3.6545 1.0701 -0.035 -0.027 0.009 -0.067
C -0.7689 -3.7445 0.5859 0.003 0.056 0.009 -0.061
C -0.0332 -2.5833 0.4618 -0.117 -0.089 0.076 -0.117
N -0.5140 -1.3683 0.7780 0.024 -0.080 0.060 0.037
H -1.2196 1.3925 0.8869 0.025 0.028 0.024 0.006
H -3.1408 0.2847 0.9184 0.006 0.001 -0.027 0.129
H -2.8517 -0.0831 2.6141 -0.012 0.003 -0.012 0.124
H -3.5553 -2.3030 1.8162 0.003 0.021 0.010 0.116
H -2.6778 -4.5400 1.1862 -0.003 0.002 -0.001 0.107
H -0.3302 -4.6951 0.3174 0.019 0.006 -0.014 0.103
H 0.9945 -2.6034 0.1249 0.024 -0.005 -0.009 0.077
C 0.5479 3.7534 -0.5893 -0.019 -0.031 -0.075 -0.182
P -0.3605 2.6000 -1.6221 -0.017 0.108 -0.045 0.541
C -1.6812 3.5664 -2.3806 -0.016 -0.087 0.024 -0.176
C 0.7246 2.1091 -2.9625 -0.035 0.020 0.027 -0.183
O -0.9287 1.4301 -0.8603 0.161 -0.075 0.090 -0.429
H 0.8796 4.6119 -1.1750 -0.004 0.004 0.007 0.058
H 1.4102 3.2373 -0.1645 -0.020 0.019 0.040 -0.014
H -0.1110 4.0905 0.2113 0.023 0.010 0.037 0.062
H -1.2863 4.4164 -2.9369 0.012 -0.006 -0.001 0.054
H -2.3512 3.9242 -1.5986 0.003 0.010 -0.003 0.056
H -2.2453 2.9204 -3.0536 -0.009 0.021 -0.012 0.055
H 1.0915 2.9907 -3.4898 0.027 -0.021 -0.019 0.059
H 0.1700 1.4733 -3.6530 0.001 -0.003 -0.001 0.059
H 1.5590 1.5467 -2.5405 0.011 0.012 -0.017 -0.008
S 3.0246 1.0506 -0.2317 0.069 -0.107 0.197 0.481
C 2.7692 -0.4052 0.7904 -0.005 -0.067 -0.231 -0.936
N 3.1066 -1.6817 0.2482 0.103 0.161 -0.039 -0.078
C 4.3012 -2.3409 0.7772 0.004 -0.012 -0.034 -0.217
C 4.2086 -2.4088 2.2874 0.011 0.028 0.018 -0.187
C 4.0699 -0.9945 2.8156 0.059 0.063 -0.032 -0.218
N 2.9283 -0.3503 2.1833 -0.203 -0.078 0.098 -0.049
H 3.1770 -1.5699 -0.7547 -0.045 -0.022 0.026 0.087
H 5.2186 -1.8024 0.4946 -0.012 0.017 -0.004 0.118
H 4.3555 -3.3391 0.3400 0.004 -0.001 0.002 0.112
H 5.1009 -2.8786 2.7038 -0.003 -0.016 -0.006 0.111
H 3.3355 -2.9982 2.5755 -0.002 -0.004 0.010 0.115
H 5.0046 -0.4453 2.6206 -0.001 -0.006 -0.005 0.118
H 3.9054 -0.9936 3.8936 -0.004 0.006 0.001 0.114
H 2.7465 0.5782 2.5286 0.003 0.024 -0.033 0.098

***

Entry 2:
26
Properties=species:S:1:pos:R:3:forces:R:3:lowdin_charge:R:1 method="wB97M-V/def2-TZVPD" e_lumo_ev=0.212 orbital_gap_ev=8.391 smiles=NC[C@H](N)CSS.O.O.O
S 2.0232 -1.3162 1.6030 0.332 -1.385 1.224 0.325
S 2.3291 0.1939 0.3601 -0.611 0.663 -1.827 0.380
C 1.1859 -0.3222 -1.0969 1.816 -2.468 -0.025 -0.461
C 0.0171 -1.2730 -0.6608 1.369 1.067 -0.257 -0.492
C -0.7100 -1.5682 -2.0635 2.856 -0.514 3.123 -0.279
N -1.5159 -2.7162 -1.8331 -5.832 2.377 -0.964 -0.036
N -0.6087 -0.6852 0.5005 2.913 2.435 -4.222 0.025
H 3.0609 -2.2149 1.4252 -0.293 0.842 -0.280 -0.159
H 1.8431 -1.0766 -1.5999 -0.189 0.880 0.019 0.057
H 0.9830 0.4139 -1.9185 -0.045 -0.048 1.345 0.090
H 0.4170 -2.3084 -0.3314 -0.290 1.674 -0.544 0.118
H 0.1826 -1.8060 -2.7081 -1.247 0.467 -0.068 0.116
H -1.2506 -0.6498 -2.2666 -0.246 -0.296 -0.799 0.114
H -1.2494 -3.4193 -1.1963 0.921 -0.412 0.874 0.036
H -2.4539 -2.2327 -1.4361 2.541 -2.236 -1.015 0.139
H -0.7647 0.3115 0.5267 -0.501 -0.493 0.131 0.052
H -1.1003 -1.2757 1.0004 -3.360 -2.851 3.132 0.010
H -0.2818 3.5228 0.5441 -0.461 -0.789 -1.663 0.081
H 0.0360 2.7084 -0.7884 -0.394 0.403 0.577 0.055
O -0.6920 3.1229 -0.2839 1.274 0.644 0.869 -0.069
H 1.2699 1.7047 2.9415 0.816 -1.945 1.044 -0.006
H 1.7255 2.8690 2.1187 0.843 0.263 -0.291 0.024
O 0.9642 2.4411 2.4777 -1.753 1.794 -0.737 -0.041
H -1.7634 1.7717 2.3449 -0.312 -0.057 -0.997 0.069
H -1.5461 2.1194 0.9138 3.988 3.399 -3.946 -0.131
O -2.1008 1.6853 1.4270 -4.136 -3.413 5.297 -0.019

***

Entry 3:
41
Properties=species:S:1:pos:R:3:forces:R:3:lowdin_charge:R:1 method="wB97M-V/def2-TZVPD" e_lumo_ev=-1.548 orbital_gap_ev=7.647 smiles="O=C(O)C(F)(F)C(F)(F)C(F)(F)C(=O)[PH4].C[N+](=O)[O-].C[N+](=O)[O-].C[N+](=O)[O-]"
O -3.2136 0.7452 1.3697 5.118 -8.229 -0.147 0.025
C -2.5332 -0.4290 1.4119 -5.081 5.094 1.375 -0.154
O -3.2010 -1.5321 2.1437 3.635 2.206 -1.261 0.032
C -1.0390 -0.5821 0.6763 -0.399 1.592 1.455 -0.097
F -0.2824 -1.5444 1.5106 -1.835 3.078 -2.837 0.029
F -0.4631 0.8030 0.6711 -1.245 -4.810 0.255 0.023
C -1.2395 -1.0291 -0.8905 -2.705 -0.210 -1.756 -0.080
F -1.3088 0.1650 -1.8136 0.681 -4.080 3.270 0.028
F -2.6202 -1.6387 -0.9686 4.113 1.870 0.372 0.017
C -0.2087 -2.1890 -1.4187 0.031 -2.728 -0.568 -0.159
F -0.4489 -3.4872 -0.6892 0.091 4.079 -2.105 0.001
F -0.4857 -2.4857 -2.8688 0.734 1.107 4.418 -0.011
C 1.3830 -1.8490 -1.2265 2.354 -2.830 5.993 -0.322
O 2.0700 -2.3313 -0.1576 -4.952 2.704 -6.429 -0.084
P 2.4482 -0.8124 -2.4683 2.785 0.048 -1.762 0.746
H -2.5286 -2.0692 2.6807 -0.982 0.983 -1.369 0.141
H 1.6411 -1.2069 -3.6016 -0.168 0.146 0.743 0.001
H 2.2553 0.4128 -1.7348 -0.291 -0.632 -0.226 0.016
H 3.5863 -1.6428 -2.0502 -1.175 0.188 0.281 0.012
H 3.3730 -0.1870 -3.4198 -0.538 -0.614 1.125 -0.095
C 2.3123 3.1201 -5.7545 -0.198 0.324 -0.145 0.044
N 2.2765 2.2435 -4.5529 -0.172 -0.298 0.689 -0.404
O 1.4395 2.5098 -3.6826 1.308 -0.671 -1.060 0.054
O 3.0898 1.3126 -4.5173 -1.360 2.138 -0.489 -0.028
H 1.5467 3.8922 -5.6514 0.176 -0.260 0.082 0.098
H 3.3069 3.5677 -5.8064 -0.136 -0.220 -0.036 0.104
H 2.1128 2.4931 -6.6259 0.179 0.065 0.176 0.104
C -5.2207 2.5239 3.3863 -0.002 -0.037 -0.328 0.026
N -6.0886 2.9424 4.5200 -0.697 0.357 0.755 -0.428
O -7.1853 3.4400 4.2397 1.485 -0.672 0.647 0.050
O -5.6444 2.7593 5.6594 -0.777 0.323 -1.552 0.045
H -5.7352 2.7427 2.4481 0.063 -0.035 0.326 0.098
H -4.2901 3.0906 3.4571 -0.131 -0.220 0.080 0.103
H -5.0416 1.4515 3.4868 0.087 0.250 0.034 0.093
C 3.2453 -2.5602 2.9232 -0.304 -0.072 0.047 0.035
N 4.2905 -1.6746 3.5035 0.732 0.615 0.501 -0.426
O 4.0949 -1.2406 4.6447 0.486 -0.460 -1.589 0.048
O 5.2779 -1.4401 2.7971 -1.368 -0.237 1.145 0.048
H 2.4394 -2.6793 3.6506 0.299 0.105 -0.096 0.095
H 2.8763 -2.0822 2.0135 0.200 -0.206 0.092 0.068
H 3.7129 -3.5225 2.7048 -0.039 0.251 -0.104 0.105

***

Entry 4:
69
Properties=species:S:1:pos:R:3:forces:R:3:lowdin_charge:R:1 method="wB97M-V/def2-TZVPD" e_lumo_ev="-0.035 / -0.037" spin_multiplicity=2 orbital_gap_ev="5.340 / 6.916"
Hg 0.1502 -0.1546 0.3094 -1.140 -0.406 0.676 1.006
C -1.3857 5.3971 5.4059 -0.103 0.162 0.131 -0.093
O -0.2171 4.6186 5.2583 0.048 -0.003 -0.032 -0.083
C 0.7097 5.0402 4.3586 0.006 0.052 -0.066 -0.295
C 0.6933 6.2783 3.7288 -0.229 0.060 0.074 -0.014
C 1.6698 6.5927 2.7942 0.281 -0.135 -0.203 -0.034
C 2.6400 5.6652 2.4368 -0.277 -0.342 0.894 -0.316
C 2.6787 4.4394 3.1156 0.082 0.273 0.192 -0.013
C 1.7382 4.1408 4.0755 -0.001 -0.135 -0.026 0.005
N 3.6489 6.0289 1.5141 0.192 0.396 -0.150 0.064
N 4.1040 5.2202 0.6886 0.427 0.473 -0.091 0.070
C 3.5428 3.9563 0.4593 -0.266 -0.784 -0.362 -0.274
C 4.4125 2.9016 0.2401 -0.112 0.408 0.198 -0.022
C 3.9699 1.6029 0.0285 -0.167 -0.260 -0.014 -0.011
C 2.6131 1.2906 -0.0350 0.075 -0.235 -0.046 -0.380
O 2.1936 0.0740 -0.2057 1.086 0.418 -0.358 -0.220
C 1.6882 2.4038 0.0585 -0.031 0.373 0.079 -0.152
N 0.3688 2.1369 -0.1289 0.141 0.362 -0.261 0.022
C -0.5093 3.1119 -0.1396 -0.038 -0.311 0.029 -0.134
C -0.1390 4.4483 0.0445 0.167 0.192 0.030 -0.036
C 1.1787 4.7497 0.2616 -0.325 0.014 -0.247 0.000
C 2.1470 3.7241 0.3025 0.063 -0.295 -0.337 -0.101
H -2.0477 4.8233 6.0491 -0.017 0.011 -0.031 0.100
H -1.8766 5.5636 4.4420 0.078 0.096 0.199 0.068
H -1.1785 6.3634 5.8748 0.068 -0.019 0.004 0.095
H -0.0653 7.0117 3.9664 0.005 -0.026 -0.015 0.105
H 1.6574 7.5570 2.3012 0.047 0.030 0.029 0.118
H 3.4682 3.7347 2.8919 -0.063 -0.035 0.080 0.124
H 1.7690 3.2021 4.6132 -0.016 -0.043 -0.011 0.125
H 5.4754 3.1008 0.3040 0.010 0.047 -0.062 0.115
H 4.6721 0.7885 -0.0897 0.030 0.029 0.001 0.113
H -1.5425 2.8359 -0.3173 -0.012 -0.026 0.086 0.113
H -0.8895 5.2258 0.0034 -0.002 -0.003 -0.021 0.108
H 1.4786 5.7814 0.3680 -0.035 -0.075 -0.126 0.107
N -4.4652 -0.5828 -0.0028 -0.030 0.046 0.030 0.180
C -3.1822 -0.9060 0.2371 -0.101 0.061 -0.200 -0.672
O -2.2648 -0.2631 -0.2677 0.117 -0.030 0.080 -0.059
C -2.9855 -2.1172 1.1058 0.023 -0.161 -0.119 -0.540
I -3.1331 -3.8864 -0.1245 0.023 0.220 0.211 0.830
H -4.6762 0.1869 -0.6137 0.063 0.023 -0.007 0.121
H -5.2186 -1.1473 0.3429 -0.027 -0.006 0.050 0.106
H -3.7536 -2.2091 1.8640 -0.010 0.034 0.049 0.049
H -2.0044 -2.1161 1.5566 0.091 0.030 0.016 0.003
S 0.0406 0.1814 2.8158 0.183 -0.296 0.297 0.578
C -1.4584 1.0553 3.0068 -0.318 0.078 0.277 -0.819
N -1.3022 2.4246 3.0497 -0.241 0.047 -0.082 0.035
C -2.4177 3.2658 3.1226 0.050 0.073 -0.147 -0.124
C -3.6403 2.6825 3.2940 0.072 -0.157 0.043 -0.110
C -3.7170 1.2938 3.3700 -0.210 0.023 -0.024 -0.171
N -2.6097 0.4851 3.1710 0.284 -0.110 -0.217 0.028
H -0.3708 2.7989 2.9895 0.078 0.024 -0.024 0.083
H -2.2424 4.3263 3.0331 0.013 -0.161 -0.122 0.086
H -4.5312 3.2893 3.3756 0.007 0.038 0.012 0.097
H -4.6470 0.7805 3.5708 -0.003 0.032 -0.041 0.078
C 2.3759 -5.1337 -2.5473 -0.178 -0.062 0.018 -0.094
C 0.8916 -5.0525 -2.1672 0.290 -0.003 -0.066 -0.245
C 0.6956 -4.2643 -0.9188 -0.027 -0.188 0.495 -0.633
N 0.3476 -3.0377 -0.8573 0.009 0.077 -0.415 0.008
N 0.2363 -2.5427 0.4113 0.019 -0.324 0.039 -0.104
C 0.4962 -3.4311 1.3394 -0.122 -0.228 -0.388 -0.713
N 0.3196 -3.2270 2.6559 0.022 0.305 0.143 0.107
S 0.9438 -4.9782 0.6754 -0.120 0.316 -0.122 1.070
H 2.5034 -5.6972 -3.4711 0.009 0.018 -0.004 0.073
H 2.9428 -5.6368 -1.7632 0.066 0.046 -0.014 0.069
H 2.7772 -4.1308 -2.6862 0.063 -0.021 0.003 0.082
H 0.4876 -6.0559 -2.0200 -0.052 0.013 -0.068 0.106
H 0.3249 -4.5672 -2.9612 -0.048 0.019 0.048 0.116
H 0.1511 -2.2665 2.9634 0.034 -0.067 -0.023 0.001
H 0.7283 -3.8694 3.3097 0.002 0.034 0.029 0.099

***

Number 1: DFT total energy -46041.793 eV. Number 2: DFT total energy -34161.398 eV. Number 3: DFT total energy -56996.438 eV. Number 4: DFT total energy -80897.532 eV.